DFT (ωB97M-V with the def2-TZVPD basis set) results for one molecule with the formula C5H8ClN.

Energy above the lowest of the compared OMol25 structures with the same formula, charge and spin: 1.006 eV
Charge: 0
HOMO energy: -9.169 eV

CARTESIAN COORDINATES (ANGSTROEM)
Cl -2.09 -0.29 -0.27
C -0.41 -0.02 0.26
C 0.57 -1.18 0.64
C 1.82 -0.93 -0.22
N 1.91 0.53 -0.54
C 0.53 0.97 -0.52
C -0.12 1.34 0.81
H 0.78 -1.01 1.70
H 0.27 -2.22 0.51
H 1.68 -1.46 -1.17
H 2.77 -1.25 0.30
H 2.49 1.04 0.11
H 0.18 1.45 -1.40
H -0.87 2.12 0.77
H 0.60 1.47 1.67

---

DFT (ωB97M-V with the def2-TZVPD basis set) results for one molecule with the formula C6H9N5.

Energy above the lowest of the compared OMol25 structures with the same formula, charge and spin: 6.255 eV
Charge: 0
HOMO energy: -9.966 eV

CARTESIAN COORDINATES (ANGSTROEM)
H -2.78 2.62 2.40
N -2.57 1.62 2.59
C -1.64 1.23 1.62
C -1.18 2.39 0.55
C -1.16 -0.33 1.65
C -0.08 -0.71 0.42
N -0.53 -1.77 -0.44
N 0.32 -2.10 -1.37
C 1.53 -1.33 -1.34
C 2.65 -1.79 -2.51
N 1.96 -0.25 -0.52
N 1.11 0.08 0.42
H -0.38 3.08 1.07
H -2.14 3.04 0.31
H -0.75 1.91 -0.46
H -0.63 -0.64 2.67
H -2.15 -0.99 1.58
H 3.37 -0.92 -2.80
H 2.06 -2.20 -3.45
H 3.31 -2.69 -2.12

---

DFT (ωB97M-V with the def2-TZVPD basis set) results for one molecule with the formula C5H12Si.

Energy above the lowest of the compared OMol25 structures with the same formula, charge and spin: 1.712 eV
Charge: 0
HOMO energy: -8.817 eV

CARTESIAN COORDINATES (ANGSTROEM)
C -0.59 1.83 0.03
C -0.72 0.37 -0.09
C -2.06 -0.31 0.07
C 0.42 -0.36 -0.03
C 0.30 -1.91 -0.09
Si 2.21 0.42 0.08
H -1.27 2.18 -0.67
H 0.42 2.11 -0.25
H -0.83 2.17 1.09
H -2.00 -0.83 1.16
H -2.06 -1.13 -0.68
H -2.85 0.36 -0.05
H -0.29 -2.03 -0.94
H 1.25 -2.50 -0.22
H -0.35 -2.30 0.65
H 3.12 -0.38 0.68
H 2.46 1.82 0.54
H 2.83 0.48 -1.29

---

DFT (ωB97M-V with the def2-TZVPD basis set) results for one molecule with the formula C3H9NOSi2.

Energy above the lowest of the compared OMol25 structures with the same formula, charge and spin: 2.518 eV
Charge: 0
HOMO energy: -8.884 eV

CARTESIAN COORDINATES (ANGSTROEM)
C -1.01 -0.74 -2.45
N -0.66 0.15 -1.54
C 0.16 0.11 -0.15
C 0.78 1.04 0.71
Si 0.51 2.87 0.77
O 0.40 -1.14 0.16
Si -0.06 -2.43 1.02
H -1.59 -0.33 -3.24
H -0.59 -1.76 -2.52
H 1.07 0.49 1.56
H 0.80 3.31 2.16
H -0.82 3.14 0.51
H 1.18 3.67 -0.34
H 0.34 -2.62 2.38
H 0.89 -3.23 0.32
H -1.40 -2.53 0.63

---

DFT (ωB97M-V with the def2-TZVPD basis set) results for C27H24F10N4PtS2 as an isolated structure.

Charge: 0
HOMO energy: -7.095 eV

CARTESIAN COORDINATES (ANGSTROEM)
Pt 0.43 -0.43 0.50
C 2.14 -2.62 1.92
N 2.26 -1.27 1.33
C 2.63 -0.33 2.40
C 1.43 -0.07 3.30
N 0.21 0.08 2.51
C -0.87 0.72 3.10
C -2.17 0.19 3.01
F -2.37 -0.99 2.44
C -3.28 0.83 3.54
F -4.48 0.27 3.43
C -3.14 2.02 4.23
F -4.20 2.63 4.77
C -1.88 2.57 4.35
F -1.72 3.74 4.98
C -0.79 1.94 3.78
F 0.38 2.61 3.83
C 3.16 -1.30 0.16
C 2.38 -1.84 -1.03
N 1.29 -0.90 -1.30
C 0.52 -1.14 -2.45
C 0.00 -0.07 -3.18
F 0.31 1.17 -2.84
C -0.80 -0.24 -4.29
F -1.27 0.83 -4.94
C -1.10 -1.51 -4.75
F -1.86 -1.68 -5.83
C -0.57 -2.59 -4.09
F -0.84 -3.83 -4.51
C 0.22 -2.41 -2.97
F 0.66 -3.52 -2.36
H 3.07 -2.86 2.44
H 1.96 -3.36 1.15
H 1.31 -2.65 2.63
H 3.01 0.58 1.94
H 3.46 -0.73 3.00
H 1.67 0.80 3.91
H 1.32 -0.91 4.01
H 4.05 -1.90 0.36
H 3.47 -0.27 -0.05
H 2.04 -2.85 -0.80
H 3.03 -1.91 -1.90
C -2.81 -3.51 -0.53
C -2.06 -2.23 -0.31
S -0.51 -2.48 0.51
C -2.47 -1.02 -0.67
C -3.78 -0.72 -1.34
S -1.49 0.42 -0.38
H -2.70 -4.17 0.33
H -2.43 -4.05 -1.40
H -3.87 -3.32 -0.67
H -4.60 -0.72 -0.62
H -4.01 -1.45 -2.12
H -3.76 0.27 -1.81
N 1.11 1.76 0.54
C 1.27 2.68 -0.55
C 2.44 2.66 -1.29
C 2.60 3.55 -2.34
C 1.58 4.45 -2.66
C 0.41 4.45 -1.91
C 0.25 3.57 -0.86
H 0.40 2.06 1.20
H 1.97 1.66 1.06
H 3.22 1.94 -1.06
H 3.51 3.54 -2.92
H 1.71 5.14 -3.48
H -0.38 5.14 -2.15
H -0.66 3.56 -0.28

---

DFT (ωB97M-V with the def2-TZVPD basis set) results for one molecule with the formula C8H14N2O6.

Energy above the lowest of the compared OMol25 structures with the same formula, charge and spin: 0.969 eV
Charge: 0
HOMO energy: -9.695 eV

CARTESIAN COORDINATES (ANGSTROEM)
N 4.08 -0.09 -0.22
C 2.73 0.38 0.10
C 2.16 1.30 -0.99
O 1.02 2.04 -0.62
C 1.71 -0.73 0.28
O 1.93 -1.92 0.05
N 0.52 -0.28 0.66
C -0.58 -1.18 0.53
C -1.65 -0.77 1.48
C -2.18 0.64 1.21
C -3.10 0.60 -0.04
O -3.65 -0.39 -0.41
O -3.37 1.81 -0.61
C -0.97 -1.26 -0.97
O -0.69 -0.47 -1.83
O -1.73 -2.38 -1.27
H 4.56 -0.30 0.71
H 4.01 -1.01 -0.69
H 2.78 0.97 1.00
H 3.01 1.96 -1.23
H 1.86 0.68 -1.92
H 1.32 2.61 0.12
H 0.31 0.65 0.34
H -0.14 -2.17 0.75
H -2.55 -1.42 1.42
H -1.35 -0.80 2.55
H -2.82 0.94 2.07
H -1.31 1.34 1.02
H -3.97 1.52 -1.32
H -1.94 -2.29 -2.18